{
  "formula": "C21H45N2NdOP3S",
  "method": "wB97M-V/def2-TZVPD",
  "species": ["S", "C", "C", "H", "H", "H", "H", "H", "H", "H", "H", "H", "H", "C", "H", "H", "C", "H", "C", "H", "C", "N", "C", "H", "P", "H", "O", "H", "C", "C", "C", "H", "C", "H", "H", "C", "H", "H", "C", "H", "C", "H", "H", "H", "H", "H", "H", "C", "H", "H", "C", "H", "H", "H", "H", "H", "H", "H", "C", "H", "H", "H", "N", "C", "C", "Nd", "C", "H", "H", "H", "P", "P", "H", "C"],
  "positions_angstrom": [[-1.13540, 0.38449, 2.12042], [3.17412, 1.65505, -4.34842], [-2.88450, -2.12056, 0.68401], [3.44891, 0.59851, 0.90990], [-0.80472, -4.49161, -0.49242], [-3.24839, -1.09811, 0.82418], [-4.03024, 0.66947, 0.45837], [-2.62496, -2.48437, 1.68553], [-0.63984, -2.45903, 2.44313], [4.24850, 2.20428, 0.95991], [2.50839, -3.82114, -1.15825], [-1.44819, -2.86276, 4.85476], [-3.63592, 2.19641, -3.43127], [2.95252, -3.00058, -0.57788], [-0.34553, -0.34605, -2.60893], [-3.70067, -2.72698, 0.27063], [3.36264, 1.63529, 1.25706], [-0.62822, 0.76851, -4.79877], [-2.74905, 3.06650, -1.04858], [3.25664, -2.11543, -1.15962], [-3.10587, 1.27018, -3.20056], [-0.01394, -0.05570, 4.44264], [-0.53529, -3.62635, 0.12996], [-4.43179, -0.30507, -0.95720], [-1.43034, -2.13153, -0.44481], [-3.77765, 0.43959, -3.42998], [0.57277, -0.01718, -2.43140], [-0.78420, -3.87528, 1.17071], [-2.14044, -2.73261, -2.01818], [3.04696, -2.99732, 0.76334], [1.15436, 0.70964, -3.53004], [-0.04758, -3.83113, 4.36061], [2.50315, 0.94256, -3.34777], [0.58517, 2.14273, -6.54990], [2.03228, 4.01943, 2.35002], [2.46958, 2.13229, -5.46126], [-1.33338, -2.84330, -2.75470], [0.76423, -0.12555, 6.35836], [0.41008, 1.09806, -4.65225], [-4.92790, 1.42683, -0.89214], [-4.15185, 0.69985, -0.62837], [0.35652, -2.66838, 6.54294], [-2.63122, -3.70646, -1.88279], [2.97812, 0.50187, -2.46072], [-1.94317, 3.65881, -1.51964], [0.29445, 3.67751, 1.97879], [-2.22475, 1.19169, -3.84809], [1.10434, 1.83494, -5.63228], [3.27982, 1.61600, 2.35044], [1.51001, -2.14902, 5.26499], [1.29736, 3.23748, 2.09470], [1.24305, 2.49106, 2.90647], [-0.15891, 0.95128, 4.41307], [0.55049, -3.45935, 0.07181], [-0.93631, -0.59307, 6.27929], [3.31981, 4.36832, 0.20535], [3.08450, 3.47389, -1.33091], [-3.70938, 3.36605, -1.50287], [-0.38186, -0.68466, 3.32290], [3.33037, -2.07812, 1.30648], [-2.86903, -2.01554, -2.41729], [1.78711, 4.53682, -0.73368], [-0.30117, -2.03190, 3.29774], [0.46056, -2.13417, 5.59120], [-0.39714, -2.81069, 4.54389], [-0.15507, 0.65265, -0.35144], [2.58376, 3.84504, -0.42338], [2.77877, -3.85499, 1.39654], [2.99389, 2.71598, -6.22307], [-2.73462, 3.26291, 0.03935], [1.89072, 2.44773, 0.53691], [-2.62826, 1.26209, -1.44781], [4.25481, 1.78855, -4.25860], [0.03792, -0.68635, 5.76887]],
  "total_charge": 3,
  "de_lowest_ev": 0.164,
  "total_energy_ha": -2994.6726,
  "spin_multiplicity": 4,
  "homo_lumo_gap_ev": [7.7, 7.9],
  "s_squared": 3.754
}

=====

{
  "formula": "C21H45N2O13S4",
  "method": "wB97M-V/def2-TZVPD",
  "species": ["H", "O", "H", "H", "C", "C", "H", "C", "S", "C", "H", "O", "C", "O", "C", "C", "C", "H", "H", "H", "H", "H", "C", "H", "H", "H", "H", "H", "C", "H", "H", "H", "S", "H", "C", "O", "H", "O", "H", "O", "O", "H", "H", "N", "H", "H", "C", "H", "C", "C", "S", "H", "H", "C", "O", "H", "N", "C", "C", "H", "H", "S", "H", "H", "O", "H", "O", "H", "H", "C", "H", "O", "H", "C", "C", "H", "H", "H", "O", "H", "C", "O", "H", "H", "H"],
  "positions_angstrom": [[-3.05308, -5.74215, 6.00084], [-3.18714, -3.32521, 4.39889], [5.11936, 3.95878, -5.04237], [1.02392, -10.25148, 5.54717], [-2.04604, -6.15424, 6.08637], [-5.71286, -3.92953, 4.71181], [7.51129, 7.66665, -4.57295], [1.05772, 1.91160, -3.26049], [-4.22941, -4.08367, 3.75705], [-3.82804, 4.81858, -1.90160], [0.89608, 7.96666, -2.96768], [4.13811, 6.06417, -3.50549], [1.40436, -9.41153, 6.12725], [-0.50802, -3.42196, -0.55234], [0.60645, 0.42708, -3.21208], [7.48875, 7.71052, -2.43283], [5.32721, 3.78296, -3.98744], [-0.41898, 7.29452, -3.93944], [1.94447, -8.71145, 5.49052], [5.91086, 7.94903, -3.89956], [-5.57642, -4.48987, 5.63708], [-4.25268, -2.08964, 0.87648], [2.81576, 1.24805, -1.35413], [-3.32441, -1.52358, -2.43365], [6.80105, 7.53117, -1.60299], [-2.63524, -8.23751, 6.18421], [-2.90987, -2.41461, 1.96720], [0.51740, 2.60663, -3.98302], [-0.29356, 6.49092, -1.93330], [2.53843, 3.43151, -2.29777], [-5.88187, -2.87627, 4.93275], [7.79104, 8.75931, -2.40079], [-2.39446, 5.22837, -2.85679], [-2.80756, -4.76987, 1.14241], [0.81859, -2.10519, -2.13885], [-1.61634, 4.03053, -3.06266], [0.08850, 6.81786, -0.96308], [-4.74362, -3.27400, 2.45394], [-2.74512, -3.66369, -0.23259], [6.59639, 5.97983, -3.89737], [-4.05638, -5.46836, 3.40307], [-3.51978, 4.23191, -1.03684], [0.70312, -2.60624, -3.17609], [-1.65227, -1.45796, -1.11004], [-4.49647, 4.23317, -2.53340], [-1.02589, -0.53788, 0.79561], [-3.78089, -2.86711, 1.48343], [-0.78802, 8.45936, -2.67454], [6.83613, 7.38211, -3.76241], [-2.24439, -1.10522, -2.43859], [5.32585, 5.33701, -3.13627], [4.54747, 3.15931, -3.55063], [0.29078, 5.61506, -2.23164], [-1.40263, -0.26503, -0.24821], [-0.67023, -8.07853, 5.50901], [6.29992, 3.30965, -3.85597], [2.35272, -0.13253, -1.36279], [-3.37187, -4.01854, 0.58524], [-0.47700, -2.34283, -1.21974], [1.69469, -2.67159, -1.63845], [3.63153, 1.55378, -0.62218], [0.03940, -8.56854, 6.87764], [-0.23892, 0.04829, -3.87424], [-2.40485, -7.60806, 4.55736], [5.67843, 5.10323, -1.75985], [-6.54353, -4.34617, 4.14281], [-2.79952, 6.06706, -3.95193], [-4.32011, 5.73990, -1.59158], [-0.67743, 0.50662, -0.68514], [-2.00673, -7.58156, 5.57476], [-4.25161, -4.51739, 0.17019], [-1.66500, 6.14346, -1.74128], [-2.41136, 0.28941, -0.11505], [-0.13902, 7.61988, -2.93475], [1.27683, -0.58006, -2.24952], [2.76494, -0.81913, -0.71496], [-1.74844, -6.10526, 7.13665], [2.05629, -9.77029, 6.92391], [0.54271, -7.41520, 7.57672], [-1.35397, -5.52218, 5.52491], [2.21052, 2.33256, -2.28830], [-0.80601, -9.53928, 7.52185], [-2.35601, 0.03128, -2.57897], [-1.64065, -1.51885, -3.31588], [8.36661, 7.08145, -2.26659]],
  "total_charge": 1,
  "total_energy_ha": -3507.0828,
  "homo_lumo_gap_ev": 6.7
}

=====

{
  "formula": "C21H45N6O6V",
  "method": "wB97M-V/def2-TZVPD",
  "species": ["H", "N", "H", "H", "C", "H", "H", "H", "H", "H", "C", "H", "C", "N", "H", "C", "H", "C", "C", "H", "C", "O", "H", "H", "O", "H", "C", "H", "O", "C", "C", "O", "N", "H", "C", "H", "C", "C", "C", "N", "C", "H", "H", "O", "H", "O", "H", "C", "H", "C", "H", "N", "H", "H", "H", "H", "H", "V", "H", "H", "C", "H", "C", "H", "H", "H", "H", "C", "H", "H", "H", "H", "H", "H", "H", "H", "C", "N", "H"],
  "positions_angstrom": [[-3.92753, -4.59819, 0.90297], [-1.59780, 1.32072, 2.63364], [0.14235, 5.72292, -0.00300], [-0.93010, 0.09645, -4.43016], [-0.53676, 1.02123, -4.85225], [1.00137, -3.44699, -3.67569], [-0.78714, -0.26807, -1.28280], [0.86543, 2.04174, -1.60038], [1.30616, -5.04874, -2.97919], [0.40199, 2.29895, 0.66094], [-2.83503, -4.07191, 4.05566], [-2.67870, -2.68500, -2.26642], [-3.54788, -2.69203, -0.20556], [0.53811, 3.87277, -0.72724], [-3.35824, 0.88490, 3.64218], [4.85186, 4.09546, -0.89729], [-3.53471, 2.25474, 2.63284], [0.84254, -1.52030, -0.54284], [-0.57739, -3.65494, 3.19737], [5.05878, 1.41616, -1.67331], [1.64923, -4.32262, -3.71618], [-3.67851, -1.96384, 0.80614], [5.74038, 3.88004, -1.49079], [-0.78650, 0.20706, 1.01898], [-2.92660, -5.23259, 3.63782], [0.16126, -1.86484, 0.23513], [-0.37151, 1.34047, 3.30355], [-2.62165, -1.52666, 4.92024], [0.75970, 1.18532, 2.73700], [3.77163, 2.83921, 0.88053], [-2.81691, 1.76264, 3.28913], [1.76089, -0.69147, 0.13724], [-1.78055, -3.27762, 3.93913], [-4.26542, -1.97808, -1.68448], [2.95067, -3.85663, -3.17391], [-4.68262, -4.45384, -0.62741], [0.88919, 3.12299, -1.80663], [-1.72029, 0.68640, 1.31284], [-3.18727, -2.04988, -1.54110], [0.01069, 0.65030, -7.33413], [4.12117, 1.72340, -1.21006], [-0.51669, -4.68621, 2.84966], [3.52294, 0.92582, -0.76950], [1.35167, 3.72651, -2.79601], [-0.52905, -3.06469, 2.28230], [3.17180, 1.93035, 1.43356], [-1.03186, -1.37041, 4.16201], [0.13473, 3.35455, 0.61217], [0.79624, -0.23305, -2.24288], [-0.23750, 0.80077, -6.26855], [0.30964, -3.53209, 3.81881], [3.90555, -3.51059, -2.66932], [4.94552, 4.78171, -0.05563], [-0.94745, 3.47424, 0.66374], [-2.94725, -4.83274, -0.61683], [4.17958, 4.65515, -1.54758], [-2.74974, -1.05183, -1.51725], [2.57045, -0.17989, 2.08897], [1.25872, -2.38781, -1.05503], [-2.31208, -0.19766, 1.55017], [-1.70234, -2.05902, 4.67620], [-2.64785, 2.54677, 4.02715], [-3.73642, -4.26963, -0.11861], [1.86524, 5.39255, -0.08670], [3.78937, 3.86077, 1.29078], [3.58926, 1.89929, -2.14506], [-3.61171, -3.51108, 4.59829], [0.92639, 5.30309, -0.63319], [-0.48788, 1.51430, 4.38449], [1.65435, -4.82343, -4.68430], [-0.34699, -1.55498, -2.33751], [-2.09153, 1.39799, 0.57532], [0.40295, 1.24347, -4.34662], [1.09080, 5.85939, -1.55601], [-1.04630, -2.35428, 5.49506], [-1.28352, 1.78856, -4.64817], [0.07778, -0.81194, -1.66255], [4.30297, 2.86369, -0.34276], [0.70598, 3.89255, 1.36870]],
  "total_charge": 2,
  "total_energy_ha": -2550.3454,
  "spin_multiplicity": 5,
  "homo_lumo_gap_ev": [6.6, 2.4],
  "s_squared": 6.043
}